C52H143N13O13 | ωB97M-V/def2-TZVPD

Structure (ORCA input):
```
! RIJCOSX wB97M-V def2-TZVPD def2/J DEFGRID3
* xyz 0 1
C -0.20 1.34 -5.98
C -1.51 1.36 -6.77
C -2.51 0.30 -6.24
O -3.76 0.38 -6.87
C -4.68 -0.52 -6.44
N -2.01 2.72 -6.75
H 0.33 0.39 -6.07
H -0.32 1.65 -4.94
H 0.37 2.17 -6.39
H -1.28 1.15 -7.81
H -2.57 0.48 -5.13
H -2.09 -0.73 -6.29
H -4.72 -0.43 -5.33
H -4.44 -1.54 -6.73
H -5.69 -0.28 -6.76
H -2.58 2.84 -5.93
H -2.68 2.85 -7.52
C -1.52 -2.79 2.20
C -3.04 -2.94 2.35
C -3.56 -3.84 3.50
O -2.99 -3.30 4.64
C -3.34 -3.87 5.82
N -3.61 -1.60 2.48
H -1.01 -3.77 2.20
H -1.12 -2.20 3.03
H -1.35 -2.24 1.29
H -3.49 -3.32 1.43
H -3.30 -4.93 3.43
H -4.67 -3.84 3.61
H -2.99 -4.91 5.93
H -4.43 -3.95 6.01
H -2.88 -3.30 6.61
H -4.61 -1.67 2.41
H -3.42 -1.21 3.39
C 0.71 4.20 -0.37
C 2.06 4.29 0.33
C 2.58 5.74 0.37
O 3.85 5.68 0.96
C 4.45 6.95 1.04
N 1.91 3.77 1.67
H -0.10 4.76 0.12
H 0.54 3.13 -0.53
H 0.78 4.69 -1.33
H 2.74 3.59 -0.15
H 1.91 6.41 0.94
H 2.71 6.12 -0.66
H 3.86 7.67 1.62
H 4.66 7.32 0.01
H 5.44 6.85 1.50
H 1.25 4.37 2.17
H 2.81 3.80 2.15
C -7.84 5.32 0.32
C -8.17 4.84 1.75
C -6.93 4.46 2.48
O -6.32 3.44 1.75
C -5.14 2.82 2.28
N -9.08 5.79 2.43
H -7.24 4.69 -0.33
H -7.28 6.26 0.48
H -8.80 5.57 -0.09
H -8.72 3.89 1.76
H -7.19 4.07 3.47
H -6.27 5.32 2.68
H -4.29 3.51 2.37
H -4.84 2.06 1.55
H -5.34 2.42 3.28
H -9.49 5.26 3.17
H -8.50 6.52 2.88
C 4.96 -1.06 -3.98
C 6.31 -0.76 -4.65
C 7.43 -1.49 -3.90
O 7.38 -1.13 -2.52
C 8.49 -1.67 -1.75
N 6.17 -1.24 -6.03
H 4.10 -0.69 -4.57
H 4.85 -0.79 -2.96
H 4.80 -2.15 -4.03
H 6.58 0.31 -4.66
H 8.40 -1.22 -4.32
H 7.39 -2.57 -4.04
H 8.47 -2.77 -1.57
H 8.44 -1.23 -0.74
H 9.44 -1.36 -2.19
H 5.19 -1.19 -6.26
H 6.73 -0.68 -6.66
C -2.47 6.14 2.23
C -1.71 5.80 3.50
C -2.58 5.24 4.60
O -3.56 6.20 4.88
C -4.41 5.89 6.01
N -0.59 4.91 3.12
H -1.75 6.39 1.47
H -3.23 6.91 2.34
H -2.91 5.19 1.95
H -1.30 6.71 3.97
H -1.97 5.12 5.50
H -3.04 4.26 4.31
H -4.90 6.81 6.25
H -3.79 5.57 6.83
H -5.11 5.09 5.82
H -0.09 4.61 3.94
H -0.92 4.11 2.58
C 1.24 -3.68 -5.54
C 2.04 -4.98 -5.56
C 1.37 -5.99 -4.55
O 1.21 -5.50 -3.23
C 2.42 -5.44 -2.51
N 2.19 -5.51 -6.90
H 1.82 -2.93 -6.08
H 1.10 -3.29 -4.53
H 0.27 -3.84 -6.01
H 3.08 -4.76 -5.28
H 2.03 -6.86 -4.62
H 0.34 -6.23 -4.89
H 3.09 -4.61 -2.81
H 2.96 -6.39 -2.59
H 2.11 -5.24 -1.49
H 2.82 -6.30 -6.95
H 1.27 -5.67 -7.32
C 1.90 -2.03 -1.06
C 0.67 -1.09 -1.22
C 0.50 -0.02 -0.14
O -0.60 0.85 -0.40
C -1.28 1.37 0.76
N 0.84 -0.38 -2.47
H 2.79 -1.39 -1.11
H 1.85 -2.69 -1.92
H 1.88 -2.61 -0.13
H -0.28 -1.63 -1.17
H 1.40 0.58 -0.02
H 0.30 -0.48 0.83
H -2.01 2.09 0.41
H -0.54 1.87 1.38
H -1.78 0.61 1.39
H 0.79 -1.03 -3.27
H 0.07 0.29 -2.63
C 3.46 -6.86 0.92
C 4.84 -6.41 1.38
C 5.19 -4.93 1.21
O 5.08 -4.50 -0.12
C 5.29 -3.13 -0.34
N 4.93 -6.86 2.81
H 3.20 -6.43 -0.05
H 2.74 -6.52 1.65
H 3.42 -7.95 0.89
H 5.67 -6.94 0.86
H 6.19 -4.80 1.63
H 4.58 -4.29 1.87
H 5.16 -2.94 -1.41
H 6.30 -2.83 -0.04
H 4.53 -2.49 0.13
H 4.15 -6.43 3.31
H 5.82 -6.61 3.20
C -5.71 3.13 -3.28
C -4.83 1.91 -2.94
C -3.45 2.29 -2.39
O -2.77 3.16 -3.30
C -1.44 3.59 -2.99
N -5.57 1.05 -2.05
H -6.68 2.71 -3.53
H -5.37 3.74 -4.11
H -5.95 3.77 -2.44
H -4.53 1.31 -3.81
H -2.79 1.45 -2.18
H -3.63 2.84 -1.44
H -1.14 4.15 -3.86
H -0.74 2.80 -2.71
H -1.51 4.32 -2.19
H -5.78 1.35 -1.13
H -5.07 0.17 -1.93
C -4.66 -2.90 -1.63
C -3.22 -2.30 -1.61
C -2.77 -2.02 -3.04
O -2.57 -3.18 -3.78
C -1.54 -4.07 -3.29
N -3.22 -1.17 -0.75
H -4.87 -3.72 -2.32
H -5.30 -2.03 -1.82
H -4.82 -3.25 -0.62
H -2.52 -3.06 -1.21
H -1.80 -1.52 -3.05
H -3.48 -1.40 -3.55
H -1.29 -4.65 -4.19
H -1.91 -4.84 -2.59
H -0.65 -3.57 -2.92
H -2.39 -0.60 -0.81
H -3.43 -1.38 0.21
C 3.64 0.28 1.61
C 4.76 1.13 2.27
C 5.99 0.30 2.63
O 5.70 -0.74 3.56
C 6.86 -1.43 3.95
N 5.13 2.23 1.42
H 3.29 -0.60 2.15
H 4.05 -0.08 0.66
H 2.78 0.96 1.46
H 4.38 1.56 3.18
H 6.67 0.95 3.16
H 6.46 -0.05 1.70
H 7.54 -0.71 4.43
H 7.30 -1.92 3.08
H 6.59 -2.21 4.65
H 5.34 1.85 0.50
H 4.33 2.86 1.30
C -0.12 0.21 8.05
C -0.13 -1.25 7.65
C 0.88 -1.52 6.60
O 0.51 -0.83 5.43
C 1.38 -0.95 4.31
N 0.14 -2.06 8.89
H -0.33 0.90 7.25
H 0.84 0.35 8.52
H -0.90 0.28 8.81
H -1.10 -1.49 7.18
H 1.00 -2.60 6.35
H 1.87 -1.21 6.95
H 2.37 -0.54 4.53
H 0.89 -0.50 3.45
H 1.57 -1.99 4.00
H -0.07 -3.04 8.73
H -0.44 -1.69 9.65
*
```

Highest occupied orbital energy: -0.3156 Eh
Relative energy (zero: lowest compared OMol25 entry of this formula, charge and spin): 38.8 kcal/mol
E_LUMO: 0.311 eV
F_max: 0.050 hartree/bohr